<w>
20
Properties=species:S:1:pos:R:3:nbo_charge:R:1 method="wB97M-V/def2-TZVPD" smiles="CCCNCC(N)=O" gap_ev=10.26 lumo_ev=0.984
C -1.272 -2.426 0.074 -0.6126
C -0.721 -1.660 1.279 -0.4063
C 0.504 -0.825 0.892 -0.2117
N 0.082 0.435 0.289 -0.6244
C 1.221 1.230 -0.198 -0.3165
C 0.848 2.089 -1.395 0.6624
N -0.158 2.965 -1.114 -0.8324
O 1.368 1.998 -2.484 -0.5980
H -1.290 -1.794 -0.822 0.1939
H -0.689 -3.333 -0.079 0.2081
H -2.312 -2.761 0.146 0.2130
H -0.440 -2.387 2.039 0.2051
H -1.433 -0.941 1.686 0.2111
H 1.192 -1.367 0.264 0.1681
H 1.021 -0.587 1.829 0.1885
H -0.497 0.233 -0.519 0.3530
H 2.078 0.612 -0.468 0.1979
H 1.560 1.914 0.584 0.1974
H -0.606 2.953 -0.214 0.4004
H -0.456 3.651 -1.787 0.4029

---

<x>
20
Properties=species:S:1:pos:R:3:nbo_charge:R:1 method="wB97M-V/def2-TZVPD" gap_ev=5.85 lumo_ev=-2.367
N -2.697 0.032 -0.674 -0.6667
C -1.119 -0.164 -0.106 -0.4239
C -1.258 -0.799 1.272 -0.6211
C 0.454 0.459 -0.141 0.3793
N 1.148 -0.685 -0.627 -0.2094
C 2.111 -1.231 0.283 -0.3534
C 0.622 1.623 -1.100 -0.6303
O 0.827 0.824 1.061 -0.7715
H -1.470 0.901 -0.223 0.4594
H -2.861 -0.650 -1.418 0.3104
H -1.004 -0.877 -0.943 0.3256
H -1.233 0.075 1.944 0.2448
H -0.551 -1.558 1.630 0.2076
H -2.293 -1.172 1.328 0.2333
H 2.528 -0.329 -0.357 0.3488
H 2.444 -2.192 -0.107 0.2137
H 1.756 -1.346 1.312 0.2592
H 0.024 2.487 -0.766 0.2415
H 1.593 2.151 -0.992 0.2374
H 0.520 1.337 -2.143 0.2153

---

Result of the stability comparison: <w> is the most stable of them.

---

<w>
20
Properties=species:S:1:pos:R:3:nbo_charge:R:1 method="wB97M-V/def2-TZVPD" smiles="C/C=C/N.CC(N)=O" gap_ev=8.69 lumo_ev=0.860
C -2.289 0.787 0.323 -0.6264
C -1.038 0.586 1.116 -0.2862
C -0.430 -0.599 1.264 -0.0043
N 0.572 -0.878 2.185 -0.8164
H -3.121 1.045 0.980 0.2121
H -2.172 1.603 -0.393 0.1972
H -2.557 -0.119 -0.217 0.2042
H -0.703 1.437 1.696 0.1831
H -0.806 -1.472 0.745 0.1829
H 1.325 -1.434 1.799 0.3951
H 0.936 -0.055 2.648 0.3618
C 0.658 -0.855 -1.991 -0.7238
C 1.504 -0.306 -0.865 0.6974
N 1.484 1.066 -0.783 -0.8347
O 2.281 -0.970 -0.209 -0.6356
H 0.729 -1.939 -2.003 0.2393
H -0.380 -0.562 -1.853 0.2284
H 1.009 -0.460 -2.943 0.2315
H 2.075 1.504 -0.094 0.4013
H 0.923 1.622 -1.405 0.3930

---

<x>
20
Properties=species:S:1:pos:R:3:nbo_charge:R:1 method="wB97M-V/def2-TZVPD" gap_ev=3.41 lumo_ev=-2.992
C -2.865 1.041 0.751 -0.4779
N -2.957 -0.107 -0.125 -0.3065
C -3.663 -0.032 -1.358 -0.4817
C 0.091 -0.485 0.009 -0.6769
C 1.442 -0.712 -0.476 -0.1549
C 2.517 -0.078 0.248 0.5538
N 3.806 -0.503 -0.074 -0.8231
O 2.421 0.680 1.211 -0.6169
H -3.758 1.676 0.774 0.1900
H -2.016 1.675 0.477 0.2223
H -2.689 0.678 1.769 0.2090
H -4.627 -0.561 -1.264 0.2227
H -3.030 -0.598 -2.057 0.2166
H -3.899 0.885 -1.923 0.1796
H -0.500 -1.377 -0.202 0.2390
H -0.421 0.341 -0.543 0.2688
H -0.054 -0.173 1.036 0.2605
H 1.797 -1.451 -1.176 0.1969
H 3.974 -1.032 -0.900 0.3769
H 4.556 0.047 0.318 0.4017

---

<y>
20
Properties=species:S:1:pos:R:3:nbo_charge:R:1 method="wB97M-V/def2-TZVPD" smiles="C/C=C/O.N/C=C/N" gap_ev=9.57 lumo_ev=0.859
C -0.923 2.198 1.994 -0.6271
C -1.258 1.542 0.673 -0.2880
C -1.322 2.213 -0.491 0.1271
O -1.668 1.583 -1.684 -0.6880
H 0.013 1.747 2.402 0.2062
H -0.764 3.293 1.829 0.2088
H -1.737 2.084 2.721 0.2157
H -1.497 0.501 0.667 0.2042
H -1.094 3.301 -0.576 0.1632
H -1.652 2.207 -2.396 0.4772
N 0.795 -2.968 -1.644 -0.8619
C 1.522 -2.355 -0.575 -0.0366
C 1.015 -1.466 0.319 -0.0395
N 1.790 -0.902 1.382 -0.8580
H 0.775 -3.993 -1.509 0.3644
H 1.234 -2.784 -2.555 0.3649
H 2.561 -2.696 -0.514 0.1659
H -0.030 -1.127 0.227 0.1724
H 1.302 -1.002 2.280 0.3630
H 1.924 0.102 1.214 0.3664

---

Result of the stability comparison: <w> is the most stable of them.